# 1
C3H10NO2 | ωB97M-V/def2-TZVPD

Each line ends with the Mulliken spin population.
Element x y z (Å)
1 O -0.028 0.297 1.846  0.8287
2 C -0.120 1.406 2.368  -0.0227
3 O 0.800 2.219 2.728  0.0843
4 H -1.136 1.914 2.465  0.1128
5 H 0.496 2.959 3.302  -0.0097
6 C -0.708 0.133 -1.727  0.0012
7 N 0.340 -0.498 -0.811  0.0033
8 C 0.408 -2.035 -0.850  0.0006
9 H -0.143 0.954 -2.168  0.0003
10 H -1.369 0.615 -1.027  0.0002
11 H -1.195 -0.551 -2.419  0.0000
12 H 1.237 -0.190 -1.174  0.0003
13 H 0.308 -0.123 0.148  0.0004
14 H 0.309 -2.286 -1.895  0.0003
15 H 1.311 -2.484 -0.469  0.0002
16 H -0.511 -2.330 -0.318  -0.0001

Its expectation value of S² is 0.756. Its net charge is +2. The frontier orbital gap (alpha / beta) comes out at 11.469 / 6.249 eV. The calculation puts the LUMO energy (alpha / beta) at -10.08 / -15.30 eV. The relative energy (zero: lowest compared OMol25 entry of this formula, charge and spin) is 1.466 eV. The multiplicity is 2.

=====

# 2
C18H49ClIN7O3P3 | ωB97M-V/def2-TZVPD

Each line ends with the Löwdin charge.
Element x y z (Å)
1 C 9.034 3.007 -2.988  -0.1677
2 C 8.537 2.504 -4.354  -0.8155
3 I 10.194 1.547 -5.350  0.9141
4 C 7.469 1.412 -4.196  -0.3619
5 P 5.825 1.994 -3.703  0.8988
6 C 4.569 1.102 -4.677  -0.1138
7 N 5.610 1.521 -2.102  -0.0636
8 C 5.617 3.791 -3.754  -0.2462
9 C 5.571 4.308 -5.166  -0.8800
10 O 5.792 3.624 -6.117  0.0574
11 Cl 5.196 6.001 -5.316  0.7637
12 H 8.487 3.919 -2.725  0.0661
13 H 8.814 2.288 -2.198  0.0795
14 H 10.087 3.263 -2.983  0.0555
15 H 8.193 3.331 -4.967  0.0609
16 H 7.363 0.902 -5.153  0.0681
17 H 7.787 0.675 -3.458  0.1004
18 H 5.052 0.696 -5.563  0.0665
19 H 4.213 0.264 -4.079  0.0728
20 H 3.771 1.766 -5.000  0.0721
21 H 6.104 2.196 -1.515  0.0737
22 H 4.629 1.662 -1.848  0.0791
23 H 4.658 4.015 -3.274  0.1125
24 H 6.361 4.335 -3.171  0.1003
25 O 1.171 0.592 -2.304  -0.3444
26 P 0.030 0.863 -1.351  0.7162
27 N 0.623 2.369 -0.717  -0.3125
28 C 0.537 2.810 0.664  -0.1263
29 C 0.665 3.470 -1.671  -0.1513
30 N 0.444 -0.461 -0.312  -0.3452
31 C 0.639 -0.355 1.121  -0.1402
32 C 1.333 -1.483 -0.847  -0.1481
33 N -1.472 0.893 -0.469  -0.2634
34 C -2.276 -0.357 -0.586  -0.1058
35 C -2.393 1.981 -0.894  -0.1219
36 H -0.485 2.968 1.033  0.0785
37 H 1.068 3.756 0.779  0.0785
38 H 1.037 2.120 1.338  0.0528
39 H -0.327 3.860 -1.936  0.0706
40 H 1.145 3.150 -2.599  0.0568
41 H 1.251 4.303 -1.277  0.0723
42 H 1.636 0.036 1.370  0.0788
43 H 0.550 -1.342 1.584  0.0808
44 H -0.123 0.262 1.591  0.0728
45 H 2.385 -1.162 -0.843  0.0735
46 H 1.062 -1.751 -1.864  0.0685
47 H 1.251 -2.390 -0.245  0.0805
48 H -2.559 -0.563 -1.622  0.0880
49 H -3.183 -0.265 0.011  0.0750
50 H -1.741 -1.216 -0.202  0.0725
51 H -2.581 1.975 -1.970  0.0863
52 H -2.003 2.959 -0.614  0.0612
53 H -3.346 1.875 -0.381  0.0843
54 O -3.862 -1.933 2.308  -0.3045
55 P -4.916 -2.683 3.052  0.6389
56 N -5.156 -1.697 4.434  -0.2992
57 C -5.583 -2.150 5.744  -0.1239
58 C -5.520 -0.310 4.154  -0.1333
59 N -4.054 -4.104 3.459  -0.3223
60 C -4.099 -4.748 4.757  -0.1402
61 C -2.733 -4.270 2.865  -0.1355
62 N -6.424 -3.521 3.102  -0.2744
63 C -6.526 -4.611 2.097  -0.1193
64 C -7.600 -2.647 2.872  -0.1249
65 H -6.597 -2.573 5.772  0.0813
66 H -5.563 -1.313 6.443  0.0804
67 H -4.898 -2.882 6.161  0.0499
68 H -6.545 -0.196 3.775  0.0650
69 H -4.847 0.115 3.409  0.0679
70 H -5.428 0.302 5.051  0.0787
71 H -3.448 -4.249 5.486  0.0818
72 H -3.760 -5.784 4.670  0.0805
73 H -5.114 -4.798 5.149  0.0729
74 H -1.972 -3.666 3.374  0.0840
75 H -2.737 -4.000 1.813  0.0658
76 H -2.435 -5.319 2.926  0.0791
77 H -6.437 -4.236 1.073  0.0853
78 H -7.490 -5.108 2.201  0.0811
79 H -5.759 -5.362 2.254  0.0712
80 H -7.514 -2.058 1.955  0.0881
81 H -7.752 -1.967 3.709  0.0616
82 H -8.501 -3.254 2.806  0.0820

Its net charge is +1. The frontier orbital gap comes out at 7.035 eV. The calculation puts the LUMO energy at -2.77 eV. The relative energy (zero: lowest compared OMol25 entry of this formula, charge and spin) is 0.000 eV.

=====

# 3
C5H8O2 | ωB97M-V/def2-TZVPD

Each line ends with the Löwdin charge.
Element x y z (Å)
1 O -1.431 -1.655 -0.420  -0.0138
2 C -0.315 -0.962 0.100  -0.3544
3 C 0.772 -0.751 -0.961  -0.1470
4 C 0.339 0.514 -1.714  -0.0142
5 C 0.430 1.246 1.182  -0.0231
6 C -0.641 0.493 0.399  -0.2715
7 O -0.569 1.082 -0.964  -0.0882
8 H -1.686 -1.222 -1.247  0.1001
9 H -0.001 -1.519 0.987  0.1566
10 H 1.770 -0.619 -0.517  0.1233
11 H 0.847 -1.573 -1.675  0.1140
12 H 1.255 1.463 0.493  0.0861
13 H 0.831 0.667 2.019  0.0899
14 H 0.059 2.208 1.543  0.0868
15 H -1.659 0.628 0.775  0.1553

Its net charge is 0. The frontier orbital gap comes out at 9.403 eV. The calculation puts the LUMO energy at 0.81 eV. The relative energy (zero: lowest compared OMol25 entry of this formula, charge and spin) is 2.938 eV.

=====

# 4
C15H40O5Ti | ωB97M-V/def2-TZVPD

Each line ends with the Mulliken spin population.
Element x y z (Å)
1 Ti -9.383 12.826 1.012  2.9390
2 C -7.137 15.693 2.785  0.0528
3 C -7.343 15.616 1.280  0.0179
4 C -6.188 16.206 0.473  0.0042
5 O -7.622 14.180 1.052  -0.0562
6 H -6.216 15.123 2.915  -0.0027
7 H -8.009 15.317 3.287  -0.0150
8 H -6.911 16.719 3.069  0.0028
9 H -8.286 16.061 1.040  0.0071
10 H -6.136 17.267 0.482  0.0009
11 H -6.260 15.897 -0.594  -0.0025
12 H -5.318 15.835 0.938  0.0005
13 H -7.006 13.758 1.690  0.0130
14 C -8.432 14.046 -2.161  0.0580
15 C -9.673 14.787 -1.776  -0.0104
16 C -10.800 14.509 -2.713  -0.0087
17 O -10.246 14.318 -0.454  -0.1008
18 H -7.671 13.987 -1.389  0.0004
19 H -8.064 14.592 -3.051  -0.0005
20 H -8.536 12.987 -2.555  -0.0089
21 H -9.458 15.819 -1.704  -0.0039
22 H -10.627 14.939 -3.730  0.0000
23 H -11.705 15.004 -2.424  -0.0004
24 H -11.005 13.425 -2.758  0.0053
25 H -10.682 15.088 0.051  0.0327
26 C -8.473 9.957 -1.587  0.0213
27 C -7.691 10.204 -0.374  -0.0184
28 C -6.286 9.549 -0.516  -0.0055
29 O -7.625 11.649 -0.002  -0.0344
30 H -8.442 8.862 -1.888  -0.0001
31 H -8.180 10.593 -2.454  0.0029
32 H -9.532 10.252 -1.458  0.0043
33 H -8.193 9.704 0.444  0.0221
34 H -5.730 9.861 -1.412  0.0006
35 H -6.424 8.475 -0.619  -0.0003
36 H -5.691 9.758 0.351  0.0035
37 H -6.791 12.012 -0.304  0.0057
38 C -11.909 16.046 3.547  0.0084
39 C -10.816 15.046 3.277  0.0209
40 C -10.501 14.132 4.418  0.0344
41 O -10.986 14.351 2.015  -0.0749
42 H -11.767 16.748 4.396  0.0002
43 H -12.839 15.470 3.610  0.0003
44 H -12.169 16.758 2.714  -0.0006
45 H -9.926 15.687 3.226  -0.0326
46 H -10.393 14.714 5.331  0.0046
47 H -9.609 13.555 4.207  0.0648
48 H -11.271 13.422 4.597  0.0201
49 H -11.889 14.318 1.795  0.0104
50 C -12.615 11.906 -0.197  0.0586
51 C -12.282 11.076 1.053  0.0015
52 C -12.722 9.649 1.165  -0.0068
53 O -10.835 11.165 1.158  -0.1131
54 H -12.157 12.890 -0.146  -0.0023
55 H -13.662 12.027 -0.441  -0.0011
56 H -12.203 11.373 -1.056  -0.0088
57 H -12.674 11.679 1.897  0.0062
58 H -12.338 9.041 0.254  0.0005
59 H -13.811 9.493 1.220  0.0004
60 H -12.320 9.279 2.105  0.0045
61 H -10.560 10.791 1.981  0.0780

Its expectation value of S² is 3.751. Its net charge is +1. The frontier orbital gap (alpha / beta) comes out at 5.061 / 11.546 eV. The calculation puts the LUMO energy (alpha / beta) at -2.09 / -2.24 eV. The relative energy (zero: lowest compared OMol25 entry of this formula, charge and spin) is 0.783 eV. The multiplicity is 4.

=====

# 5
C23H26N2O2 | ωB97M-V/def2-TZVPD

Each line ends with the Löwdin charge.
Element x y z (Å)
1 C 2.056 5.606 -0.148  -0.0541
2 C 1.374 4.491 0.585  -0.2852
3 C 1.144 4.582 1.952  -0.0441
4 C 0.530 3.552 2.640  -0.0342
5 C 0.122 2.402 1.979  -0.2398
6 C 0.354 2.310 0.613  -0.0366
7 C 0.970 3.338 -0.075  -0.0396
8 H 1.141 3.245 -1.139  0.1079
9 H 0.050 1.417 0.084  0.0930
10 C -0.527 1.263 2.708  -0.1302
11 H -0.832 1.575 3.710  0.1166
12 H -1.418 0.947 2.160  0.1019
13 C 0.444 0.073 2.808  -0.1910
14 N -0.126 -1.161 3.322  -0.0878
15 H -0.473 -1.025 4.266  0.1312
16 C -1.167 -1.775 2.492  -0.1451
17 C -0.672 -2.000 1.098  -0.1320
18 C -1.226 -1.482 -0.045  -0.2118
19 N -0.493 -1.932 -1.120  0.0352
20 C 0.516 -2.739 -0.681  -0.1793
21 C 0.449 -2.798 0.700  -0.0381
22 C 1.394 -3.573 1.522  -0.4878
23 O 2.080 -4.456 1.058  0.0858
24 O 1.486 -3.259 2.817  0.1020
25 H 0.938 -2.467 3.063  0.0509
26 C 1.508 -3.342 -1.604  -0.0019
27 H 2.413 -3.574 -1.050  0.0790
28 H 1.135 -4.279 -2.016  0.0903
29 H 1.734 -2.667 -2.429  0.0864
30 C -0.742 -1.599 -2.467  -0.2158
31 C -0.701 -0.271 -2.876  -0.0097
32 C -0.949 0.052 -4.197  -0.0710
33 C -1.234 -0.944 -5.116  -0.0843
34 C -1.273 -2.267 -4.710  -0.0704
35 C -1.031 -2.598 -3.390  -0.0081
36 H -1.072 -3.626 -3.064  0.1220
37 H -1.497 -3.046 -5.424  0.1059
38 H -1.425 -0.689 -6.147  0.1030
39 H -0.916 1.085 -4.510  0.1055
40 H -0.467 0.502 -2.160  0.1079
41 C -2.447 -0.648 -0.237  -0.0113
42 H -2.892 -0.850 -1.209  0.0838
43 H -3.184 -0.875 0.531  0.0805
44 H -2.222 0.419 -0.185  0.0715
45 H -2.086 -1.173 2.458  0.1077
46 H -1.416 -2.735 2.959  0.1338
47 H 1.280 0.342 3.459  0.1319
48 H 0.847 -0.143 1.815  0.1181
49 H 0.361 3.646 3.704  0.1103
50 H 1.452 5.472 2.483  0.1123
51 H 1.937 5.497 -1.223  0.0730
52 H 3.122 5.606 0.080  0.0836
53 H 1.652 6.570 0.155  0.0785

Its net charge is 0. The frontier orbital gap comes out at 8.698 eV. The calculation puts the LUMO energy at 0.58 eV. The relative energy (zero: lowest compared OMol25 entry of this formula, charge and spin) is 1.079 eV.

=====

# 6
C5H8O3 | ωB97M-V/def2-TZVPD

Each line ends with the Löwdin charge.
Element x y z (Å)
1 C -1.644 0.745 1.991  -0.0818
2 C -0.936 1.932 2.532  -0.1042
3 C -1.902 -0.318 1.479  -0.1608
4 C 1.909 -1.042 -2.560  0.0129
5 C 0.797 -0.816 -1.579  -0.6032
6 O -2.113 -1.501 0.892  0.0593
7 O 1.240 0.165 -0.788  0.0972
8 O -0.193 -1.428 -1.408  0.1288
9 H -0.995 2.073 3.511  0.0060
10 H 0.105 1.852 2.138  0.0852
11 H 1.618 -1.528 -3.523  0.1054
12 H 2.431 -0.115 -2.649  0.0726
13 H 2.563 -1.779 -2.057  0.1039
14 H -1.450 2.900 2.188  0.1020
15 H -1.949 -1.472 -0.027  0.0556
16 H 0.520 0.332 -0.141  0.1211

Its net charge is 0. The frontier orbital gap comes out at 9.701 eV. The calculation puts the LUMO energy at 0.62 eV. The relative energy (zero: lowest compared OMol25 entry of this formula, charge and spin) is 2.726 eV.

=====

# 7
C6H12NO | ωB97M-V/def2-TZVPD

Each line ends with the Löwdin charge.
Element x y z (Å)
1 C 2.626 0.376 0.234  -0.2557
2 C -1.330 -2.163 0.280  -0.0288
3 C -2.339 -1.385 -0.473  -0.0613
4 C 0.992 0.534 0.428  -0.0199
5 C -1.223 1.453 -0.808  0.0139
6 C -0.494 0.275 -0.214  -0.1190
7 N -1.063 -0.877 -0.148  -0.0357
8 O 3.253 1.056 1.284  -0.0630
9 H 2.848 -0.713 0.227  0.1230
10 H -1.398 -2.207 1.428  0.1722
11 H -0.714 -2.985 -0.135  0.1493
12 H -2.835 -1.672 -1.431  0.1549
13 H -3.224 -0.925 -0.012  0.1366
14 H 0.996 0.122 1.426  0.1029
15 H 1.022 1.688 0.346  0.1224
16 H 2.794 0.996 -0.682  0.1256
17 H -0.949 1.799 -1.897  0.1568
18 H -0.861 2.279 -0.158  0.0975
19 H -2.295 1.228 -0.653  0.0921
20 H 4.193 1.121 0.957  0.1361

Its net charge is +1. The frontier orbital gap comes out at 9.774 eV. The calculation puts the LUMO energy at -4.41 eV. The relative energy (zero: lowest compared OMol25 entry of this formula, charge and spin) is 3.724 eV.

=====

# 8
C29H28BF4N5NiPTe4 | ωB97M-V/def2-TZVPD

Each line ends with the Mulliken spin population.
Element x y z (Å)
1 Ni -0.151 -0.071 -0.292  0.7387
2 Te 0.242 2.073 1.024  0.3399
3 Te -0.693 1.885 3.564  0.1789
4 Te -3.165 0.768 2.915  0.2954
5 Te -2.265 1.209 0.282  0.3866
6 C -4.195 -2.062 -4.638  0.0010
7 C -3.218 -3.052 -4.619  -0.0010
8 C -2.216 -3.022 -3.663  -0.0030
9 C -2.174 -1.996 -2.714  -0.0267
10 C -3.178 -1.036 -2.717  -0.0386
11 C -4.178 -1.060 -3.682  -0.0061
12 P -0.873 -1.935 -1.409  0.0141
13 C -1.565 -3.310 -0.396  0.0003
14 C -1.201 -4.653 -0.482  0.0034
15 C -1.857 -5.607 0.288  -0.0008
16 C -2.887 -5.236 1.139  0.0022
17 C -3.259 -3.900 1.230  0.0012
18 C -2.599 -2.946 0.470  -0.0323
19 C 0.562 -2.666 -2.291  0.0064
20 C 0.828 -2.256 -3.602  -0.0011
21 C 1.988 -2.656 -4.250  -0.0018
22 C 2.914 -3.460 -3.595  0.0030
23 C 2.682 -3.840 -2.284  -0.0011
24 C 1.526 -3.430 -1.631  0.0014
25 H -4.964 -2.075 -5.401  0.0003
26 H -3.236 -3.850 -5.352  -0.0001
27 H -1.459 -3.797 -3.655  0.0005
28 H -3.172 -0.248 -1.978  0.0751
29 H -4.933 -0.285 -3.683  0.0016
30 H -0.414 -4.961 -1.156  0.0004
31 H -1.564 -6.647 0.211  0.0001
32 H -3.399 -5.986 1.730  0.0003
33 H -4.056 -3.593 1.896  0.0002
34 H -2.894 -1.903 0.547  0.0350
35 H 0.126 -1.602 -4.105  0.0017
36 H 2.181 -2.317 -5.260  0.0000
37 H 3.824 -3.758 -4.102  0.0003
38 H 3.417 -4.432 -1.750  0.0003
39 H 1.381 -3.702 -0.591  0.0013
40 C 3.952 -0.859 -1.411  0.0007
41 C 2.810 -0.695 -0.650  -0.0060
42 N 1.809 0.094 -1.025  0.0200
43 C 1.954 0.780 -2.156  -0.0061
44 C 3.044 0.665 -3.017  0.0077
45 C 4.065 -0.200 -2.620  -0.0012
46 C 3.016 1.509 -4.212  0.0011
47 C 3.766 1.598 -5.316  0.0005
48 C 4.817 0.765 -5.901  0.0000
49 C 5.499 1.240 -7.025  0.0001
50 C 6.445 0.427 -7.608  0.0000
51 N 6.726 -0.796 -7.152  0.0001
52 C 6.028 -1.157 -6.082  0.0000
53 N 5.107 -0.453 -5.433  -0.0001
54 H 4.736 -1.518 -1.062  0.0000
55 H 2.689 -1.213 0.295  0.0013
56 H 1.154 1.469 -2.406  -0.0036
57 H 4.921 -0.345 -3.259  0.0003
58 H 2.209 2.237 -4.181  -0.0009
59 H 3.519 2.445 -5.947  -0.0001
60 H 5.288 2.224 -7.419  0.0000
61 H 7.008 0.747 -8.478  0.0000
62 H 6.234 -2.149 -5.691  0.0000
63 N 0.853 -1.163 2.849  0.0060
64 N 0.148 -1.495 1.659  0.0174
65 H 1.736 -0.740 2.602  0.0025
66 H 1.023 -1.975 3.431  0.0005
67 H -0.816 -1.659 1.923  -0.0028
68 H 0.499 -2.365 1.267  -0.0046
69 F -0.999 0.982 -2.484  -0.0044
70 B -1.640 2.189 -2.965  -0.0080
71 F -3.031 2.037 -2.848  -0.0080
72 F -1.201 3.234 -2.133  0.0110
73 F -1.254 2.398 -4.290  -0.0006

Its expectation value of S² is 2.040. Its net charge is -1. The frontier orbital gap (alpha / beta) comes out at 3.794 / 4.702 eV. The calculation puts the LUMO energy (alpha / beta) at 1.17 / 1.17 eV. The relative energy (zero: lowest compared OMol25 entry of this formula, charge and spin) is 0.000 eV. The multiplicity is 3.